This record from the Open Molecules 2025 dataset describes a structure of composition C27H73MgO28S7. The level of theory is ωB97M-V/def2-TZVPD.

Summary:
molecular weight: 1094.6 Da
maximum force: 4.50 eV/Å
calculated total energy: -167797.4607 eV
charge: +1

Last column: Mulliken charge in e.
Cartesian coordinates (Å):
S -1.68225 5.10145 2.89449  1.37
S 4.98012 0.81134 -4.63330  1.18
S -0.52012 -2.76750 -2.76509  1.10
S -3.94464 0.22420 -0.17308  1.12
S -1.19871 3.34390 -3.31615  1.17
S 2.05296 -6.69583 0.14113  1.06
S 0.93930 1.69416 4.36622  1.39
Mg 1.98562 4.33899 -0.33069  1.28
O -1.40227 4.00731 -2.05134  -0.72
O -1.26708 5.12546 4.25768  -0.67
O -5.52632 0.42994 0.01592  -0.27
O -3.44172 1.48309 -0.61538  -0.54
O 2.60118 -5.18473 -0.10376  -0.14
O 4.47181 2.18393 1.26974  -0.64
O -1.20751 6.09368 1.95095  -0.79
O 5.06763 -0.13377 -5.68382  -0.61
O 5.60801 0.10534 -3.30462  -0.31
O -0.07206 1.04445 3.59620  -0.50
O 0.02751 -2.80335 4.03784  -0.44
O 2.27438 4.44298 1.68741  -0.59
O -3.49417 -0.47702 0.99353  -0.59
O -0.26586 3.94628 -4.21485  -0.78
O 0.98097 -6.92403 -0.77491  -0.64
O -3.26452 5.13858 2.90368  -0.37
O -0.13953 -3.94184 2.14004  -0.60
O -2.62645 3.15491 -4.00148  -0.25
O 1.98404 0.67517 4.98585  -0.33
O 0.24716 5.18507 -0.17689  -0.03
O -1.20171 -3.12342 -3.96731  -0.69
O 0.78548 -4.85771 3.95074  -0.48
O 3.15611 -7.60002 0.27050  -0.63
O -1.42838 -3.04647 -1.47423  -0.13
O 1.69236 2.79821 3.82643  -0.96
O -0.00259 -1.43989 -2.61664  -0.25
O 5.49430 2.14799 -4.69336  -0.62
O 1.34531 2.50800 -0.16084  -0.63
C -3.96982 5.34003 1.66170  0.10
C -2.45545 -4.09851 -1.64888  -0.57
C -6.27653 -0.70659 0.50618  0.04
C 2.21841 0.26312 -0.62007  -0.07
C 0.26875 2.09813 5.96197  -1.25
C 4.39874 -3.60206 0.16845  -0.78
C 6.80505 0.22264 -1.20940  -1.02
C -3.89959 -0.92788 -1.56704  -0.53
C 6.35521 0.99548 -2.42896  -0.22
C -4.04934 2.39105 -5.80145  -1.41
C 4.02588 -5.02422 -0.17589  -0.54
C 1.30125 1.16483 0.21133  2.76
C 2.54772 -0.77313 3.05603  0.77
C -0.84011 -2.01871 3.19246  0.71
C 1.42596 -6.48664 1.85003  -0.13
C -0.77420 1.66782 -2.91848  -0.17
C 3.30367 0.94807 -4.05301  -0.65
C -0.48805 -2.57569 1.83347  1.78
C -5.26647 4.55450 1.72807  -1.04
C -2.71960 2.23677 -5.12517  -0.07
C -0.11034 0.68333 0.42797  1.27
C 0.30454 -3.96823 3.41421  0.45
C 3.02719 0.19547 4.10154  -0.74
C 0.79050 -3.92838 -2.44130  -1.00
C -3.05293 -4.44252 -0.30840  -1.06
C -1.37876 3.48985 2.15813  0.14
C -7.62226 -0.67665 -0.16908  -1.27
H 7.01340 1.00657 -0.47507  0.30
H -0.70974 0.62099 -0.49008  -1.04
H -5.97019 5.03063 1.04501  0.37
H -0.31114 3.34245 2.10428  -0.62
H 2.21948 -1.68777 3.56085  0.27
H 1.73844 3.79366 2.19445  0.17
H 2.37629 -6.42873 2.36495  0.33
H -0.42824 5.14881 -0.90781  0.34
H 1.62315 -0.52498 2.51186  -1.01
H -1.95450 -4.95961 -2.10165  0.60
H -0.08873 5.86700 0.46443  0.34
H -4.09793 -1.89106 -1.12026  0.16
H 1.83263 1.00637 1.18869  -0.78
H 1.64990 -3.90557 -3.10314  0.55
H -5.75817 -1.66084 0.33701  0.09
H -1.90486 2.47883 -5.82672  0.37
H -0.24226 -0.36075 0.73881  -0.24
H -3.29388 -3.51943 0.23242  0.12
H -3.36111 5.07955 0.79208  0.10
H -2.53080 1.19907 -4.82844  0.25
H 3.61271 1.06540 3.81015  0.21
H 0.85353 -7.37620 2.07009  0.47
H -1.85680 3.79127 1.22407  0.01
H 3.50191 2.19848 1.30887  0.09
H 3.29234 0.43494 -0.53735  0.39
H -7.47180 -0.66043 -1.25090  0.28
H -5.14882 3.52449 1.39678  0.10
H 4.38135 -5.25037 -1.18618  0.30
H -4.84597 2.04643 -5.13883  0.30
H -0.14796 1.22898 6.46342  0.38
H 1.17814 -3.69609 -1.45016  0.04
H 1.02976 2.59979 6.55300  0.41
H -8.14660 0.25986 0.02695  0.32
H -2.29146 -4.93585 0.29544  0.27
H 3.24404 -0.95854 2.23921  0.31
H 3.68313 -0.36769 4.76481  0.36
H 0.33777 -2.08232 1.31338  -0.48
H -0.54140 1.22657 -3.88979  0.49
H -3.19295 -3.68675 -2.34435  0.39
H 7.25647 1.30180 -2.95776  0.43
H 0.85660 -5.56656 1.83889  -0.33
H -0.61307 -0.96303 3.27257  -0.48
H -4.11057 1.78290 -6.70123  0.40
H -1.89113 2.70504 2.69779  0.52
H -0.68748 1.30342 1.10914  -0.68
H 0.31821 -4.90781 -2.39350  0.40
H -1.60953 1.17193 -2.43969  -0.27
H 5.69441 1.82480 -2.17903  0.31
H -3.96863 -5.01450 -0.40574  0.41
H 2.06177 -0.79763 -0.38839  -0.18
H 4.18773 -2.92068 -0.65334  0.19
H -1.88477 -2.19009 3.46485  0.25
H 4.74306 1.70321 2.06073  0.35
H 4.51751 -5.75373 0.47006  0.50
H 2.99401 -0.03932 -3.70656  0.20
H 0.11942 1.63877 -2.30403  -0.28
H -8.24445 -1.51889 0.12138  0.38
H 7.75997 -0.27875 -1.36663  0.42
H 5.46754 -3.55527 0.38851  0.47
H 2.66233 5.03890 2.34799  0.24
H -0.57153 2.79832 5.91288  0.34
H -1.32049 -2.59856 1.13173  -0.63
H -5.62123 4.61591 2.75622  0.34
H -4.24757 3.42791 -6.06355  0.35
H -6.27740 -0.67632 1.60070  0.37
H -4.56134 -0.54144 -2.33102  0.51
H -4.16162 6.40922 1.58516  0.38
H 3.18362 1.50921 -3.12554  0.04
H -2.86016 -0.83926 -1.88447  -0.15
H 6.10982 -0.51526 -0.82296  0.08
H 3.91703 -3.29141 1.09925  0.11
H 1.93274 0.34921 -1.67678  -0.83
H 2.69832 1.38006 -4.84294  0.51

This record from the Open Molecules 2025 dataset describes a cluster of 11 separate species, C27H74F6O24PS10 in total. The level of theory is ωB97M-V/def2-TZVPD.

Summary:
molecular weight: 1248.5 Da
maximum force: 2.29 eV/Å
energy above the lowest of the compared OMol25 structures with the same formula, charge and spin: 23.8 kcal per mole
calculated total energy: -212289.6598 eV
charge: -1

Last column: Mulliken charge in e.
Cartesian coordinates (Å):
S 14.54960 -5.58662 24.15797  1.17
S 10.00759 -10.11682 14.49756  1.23
S 15.72764 -10.60936 22.04376  1.11
S 6.49672 -8.70004 24.63931  1.30
S 5.91056 -14.71575 23.24913  0.39
S 8.17541 -4.97985 18.09970  1.17
S 7.22801 -14.83091 18.09682  0.66
S 11.63855 -15.69845 21.96323  0.91
S 12.52794 -14.47074 17.74699  0.47
S 12.34593 -10.63715 25.25421  1.09
P 9.48461 -10.34434 20.40623  1.83
F 7.91497 -10.59345 20.59007  -0.38
F 9.73015 -10.41285 22.02093  -0.67
F 11.09251 -10.15463 20.31080  -0.17
F 9.72311 -11.98920 20.38059  -0.54
F 9.27209 -8.74170 20.44887  -0.34
F 9.33776 -10.32510 18.79907  -0.39
O 8.43126 -9.72105 14.53468  -0.42
O 13.61971 -9.95857 25.35098  -0.50
O 7.54382 -7.46596 24.45655  -0.35
O 13.42544 -5.21482 24.97236  -0.60
O 11.13594 -9.89648 25.49077  -0.68
O 10.36474 -10.27234 13.12002  -0.65
O 14.01205 -6.32926 22.83407  -0.50
O 11.35192 -16.30416 20.50240  -0.06
O 12.97210 -13.93822 16.40691  -0.69
O 10.68803 -9.15827 15.34018  -0.59
O 16.44317 -9.37140 21.89801  -0.71
O 6.64837 -15.60765 19.25117  -0.59
O 5.18826 -8.14059 24.45228  -0.67
O 16.79906 -11.72587 21.53316  -0.43
O 7.08762 -14.86909 24.19420  -0.60
O 7.30032 -4.98125 19.47562  -0.33
O 6.84921 -9.43456 25.82778  -0.66
O 9.19046 -3.97472 18.19722  -0.64
O 7.23248 -4.94249 17.01261  -0.61
O 11.92808 -16.72939 22.92947  -0.68
O 12.55514 -14.59794 21.77099  -0.39
O 15.45669 -4.59150 23.67687  -0.64
O 15.23041 -11.00608 23.33990  -0.49
O 12.41781 -11.91190 26.25915  -0.38
C 17.67611 -13.95931 21.61674  -1.41
C 13.64714 -12.27693 26.87360  -0.02
C 7.06523 -13.06190 18.51846  0.07
C 14.01027 -11.38727 28.04420  -1.13
C 15.43394 -6.99389 24.90501  -0.57
C 8.90617 -7.72324 24.84574  0.36
C 16.40751 -13.10790 21.60789  0.23
C 9.63504 -6.42094 24.62155  -0.88
C 10.00518 -14.95263 22.34819  -0.40
C 10.71300 -14.70695 17.71014  -0.34
C 7.82131 -9.55553 15.79608  0.93
C 12.11887 -11.61736 23.71717  -0.48
C 10.57064 -17.50451 20.40273  -0.26
C 12.68370 -12.97870 18.80264  0.00
C 5.86446 -16.27493 22.33771  -0.61
C 13.14649 -7.46776 22.99068  0.61
C 11.25556 -18.35493 19.34000  -1.31
C 6.71130 -8.51926 15.64028  -1.51
C 9.98461 -11.76002 15.25164  -0.56
C 8.80964 -6.67465 18.20182  -0.76
C 7.95702 -4.62008 20.67959  -0.25
C 5.94544 -14.84746 16.81164  -1.20
C 6.63186 -13.74762 21.87498  0.12
C 12.00484 -7.42072 21.99323  -1.18
C 7.37013 -5.34233 21.87451  -0.64
C 14.42330 -10.79271 20.81586  0.00
C 6.91983 -9.60143 23.13552  -0.34
H 7.39992 -6.41347 21.66213  0.02
H 13.12359 -11.30804 28.68371  0.29
H 9.83612 -6.26753 23.56162  -0.28
H 10.57758 -15.69818 17.27086  0.46
H 18.38993 -13.59976 20.88047  0.34
H 7.86426 -10.11716 23.25436  -0.15
H 12.77626 -7.48077 24.01876  0.41
H 9.89532 -14.05518 21.74648  -0.13
H 9.28084 -15.72329 22.08962  0.03
H 9.17510 -6.94261 17.20860  0.44
H 7.79143 -12.83054 19.29117  -0.39
H 13.80146 -8.33419 22.89758  -0.33
H 6.61104 -12.69628 22.16100  -0.04
H 10.55935 -18.03228 21.35684  0.60
H 14.27594 -10.36133 27.79622  0.23
H 17.37177 -14.99121 21.45077  0.38
H 11.09501 -11.97649 23.67501  0.60
H 11.37537 -8.30532 22.05537  0.01
H 7.28577 -12.42536 17.66109  -0.16
H 7.94649 -7.32408 18.33296  0.21
H 9.28579 -12.28507 14.59991  0.39
H 6.96915 -8.81873 22.38213  0.02
H 14.78081 -10.71920 19.79100  0.67
H 13.72322 -9.97334 20.98023  -0.07
H 12.65912 -13.41212 19.80600  -0.18
H 7.06157 -7.49845 15.49747  0.37
H 9.03742 -4.80383 20.64358  0.25
H 11.46607 -6.50796 22.25296  0.33
H 18.11081 -13.87162 22.61164  0.33
H 11.82677 -12.32159 18.66886  -0.07
H 10.95837 -12.24501 15.21006  0.47
H 5.46493 -17.11666 22.90714  0.43
H 9.55418 -17.28128 20.07189  0.14
H 11.12363 -17.89735 18.35522  0.22
H 9.61286 -11.70221 16.27307  -0.18
H 12.86818 -12.40081 23.68425  0.41
H 6.05390 -10.22159 22.91595  0.46
H 14.41766 -12.15251 26.10229  0.07
H 15.96215 -6.70096 25.80949  0.46
H 13.62958 -12.47464 18.64305  0.42
H 5.83976 -15.89455 16.52459  0.36
H 13.95066 -11.76426 20.94224  -0.45
H 10.83396 -19.35298 19.20504  0.40
H 8.48587 -9.16121 16.57328  0.01
H 6.02447 -12.95598 18.81626  0.55
H 6.91254 -16.53281 22.17276  0.00
H 10.12184 -14.04390 17.07924  0.09
H 6.11397 -14.27207 15.90086  0.35
H 13.67007 -13.30690 27.22366  0.44
H 5.32681 -16.27357 21.39032  0.25
H 12.33025 -18.43994 19.48929  0.31
H 6.17833 -8.46471 16.59842  0.41
H 9.33107 -8.60460 24.36019  0.05
H 5.95724 -8.79086 14.90314  0.38
H 7.44848 -10.50145 16.20750  -0.26
H 10.02412 -14.83273 23.42748  0.52
H 6.34693 -5.03090 22.07509  0.41
H 15.85795 -13.23985 22.54266  0.27
H 9.57016 -6.78597 18.96660  0.24
H 7.62780 -14.08506 21.62658  -0.21
H 15.73655 -13.35710 20.78254  0.13
H 9.11176 -5.56893 25.04782  0.37
H 4.98056 -14.52371 17.20718  0.36
H 14.81609 -11.79367 28.65714  0.41
H 14.63889 -7.68177 25.18378  0.07
H 12.32939 -7.28498 20.96153  0.46
H 8.00673 -5.18413 22.74044  0.13
H 9.00117 -7.94121 25.91363  0.32
H 10.27612 -14.74548 18.70767  -0.15
H 10.60466 -6.51835 25.11796  0.46
H 16.12948 -7.36627 24.15854  0.26
H 7.94233 -3.53730 20.84725  0.35
H 12.26243 -10.91070 22.89916  -0.46
H 5.90324 -13.84102 21.06892  0.28

maximum force of number 2 (C27H74F6O24PS10)?
2.29 eV/Å